(1)
DFT (ωB97M-V/def2-TZVPD) results for 2 unconnected molecules or ions with the total composition C10H16BF4N2O3 in a non-equilibrium geometry.

Computed properties:
- E (eV) = -31305.19948
- HOMO (hartree) = -0.23940
- total charge = -1

Element x y z (Å)
N (3.07844, -1.30794, 0.03744)
C (2.82313, 0.00751, -0.36426)
O (3.19750, 0.94575, 0.31412)
C (2.06018, 0.23532, -1.64204)
C (0.74806, -0.52947, -1.76756)
C (-0.42662, 0.01757, -0.96229)
C (-1.75296, -0.66263, -1.23852)
C (-1.95844, -1.98636, -0.54462)
C (-0.75624, -2.68189, 0.00672)
O (-1.83546, -2.00294, 0.79278)
C (-0.65808, 1.46215, -1.67413)
N (-0.51637, 2.57056, -0.73125)
C (0.01240, 2.02589, 0.49174)
O (0.45405, 2.64437, 1.43557)
C (-0.15438, 0.51800, 0.44861)
H (3.05562, -1.94473, -0.74783)
H (3.98699, -1.31784, 0.47206)
H (1.98803, 1.30147, -1.77973)
H (2.70116, -0.13415, -2.43938)
H (0.95550, -1.57803, -1.57867)
H (0.44829, -0.47537, -2.80811)
H (-1.89506, -0.86449, -2.29247)
H (-2.54052, -0.04783, -0.82617)
H (-2.69991, -2.62872, -0.96165)
H (-0.96342, -3.72673, 0.14207)
H (0.05040, -2.16730, 0.48857)
H (-0.04175, 1.62314, -2.54918)
H (-1.68493, 1.51230, -2.01669)
H (-1.45195, 2.88154, -0.50885)
H (-1.01476, 0.35663, 1.08985)
H (0.63194, 0.01484, 0.98810)
B (-1.16252, 1.19254, 4.15027)
F (-0.24016, 2.11815, 4.64530)
F (-0.48436, 0.08811, 3.59354)
F (-1.99721, 0.74854, 5.19205)
F (-1.95660, 1.79204, 3.14461)


(2)
DFT (ωB97M-V/def2-TZVPD) results for a gas-phase ion, C10H16BrFN (charge +1) in a non-equilibrium geometry.

Computed properties:
- relative energy (zero: lowest compared OMol25 entry of this formula, charge and spin) (kcal per mole) = 14.8
- E (eV) = -84869.74799
- SMILES string = CC1=CC(F)=C(Br)[N@H+](C(C)(C)C)C1
- HOMO (hartree) = -0.45969
- total charge = +1

Element x y z (Å)
C (0.47103, -2.26782, 0.32642)
C (1.73066, -1.60988, 0.45094)
C (-0.45881, -1.82805, -0.52512)
C (1.88635, -0.29969, -0.08521)
C (-0.11806, -0.60372, -1.35210)
C (-1.72452, -2.75665, -0.70199)
C (-1.43664, 1.75761, -0.21413)
C (-0.23978, 0.71178, 1.68039)
C (0.84426, 2.63449, 0.40564)
C (0.01327, 1.41383, 0.36106)
N (0.74573, 0.40686, -0.55941)
F (2.85845, -2.21791, 0.87255)
Br (3.48562, 0.61788, -0.34098)
H (0.27356, -3.15323, 0.89625)
H (0.43638, -1.07838, -2.21323)
H (-1.01745, -0.22555, -1.88926)
H (-2.49589, -2.17583, -0.25380)
H (-1.64678, -3.54793, 0.01073)
H (-1.72935, -2.95188, -1.78652)
H (-1.72337, 2.42486, 0.47324)
H (-1.27987, 2.38520, -1.15950)
H (-2.19378, 0.88655, -0.15519)
H (0.66585, 0.48805, 2.07514)
H (-0.81952, -0.08894, 1.69594)
H (-0.60737, 1.39040, 2.31970)
H (1.83275, 2.40031, 0.82990)
H (1.00997, 2.91623, -0.57749)
H (0.26124, 3.48255, 0.80158)
H (0.97606, 0.88889, -1.38557)


(3)
DFT (ωB97M-V/def2-TZVPD) results for 2 unconnected molecules or ions with the total composition C10H16BrN3O8PS in a non-equilibrium geometry.

Computed properties:
- relative energy (zero: lowest compared OMol25 entry of this formula, charge and spin) (kcal per mole) = 31.7
- E (eV) = -121636.96801
- HOMO (hartree) = -0.46843
- total charge = +1

Element x y z (Å)
C (0.46066, 5.09654, -0.27150)
N (-0.95310, 4.55807, -0.24700)
C (-1.39513, 4.43258, 1.16357)
C (-0.87684, 3.30211, -0.92021)
O (-0.25041, 3.21651, -1.93869)
C (-1.61716, 1.98494, -0.43828)
N (-0.72573, 1.16223, 0.45984)
N (0.43354, 1.73606, 0.71551)
C (1.17513, 0.93529, 1.48321)
C (0.86520, -0.36153, 2.06020)
C (-0.43800, -0.91895, 1.73439)
P (-0.98919, -2.57172, 2.36885)
O (-0.25902, -2.80789, 3.64082)
O (-0.58272, -3.78994, 1.34869)
O (-2.61276, -2.63682, 2.74342)
C (-1.18850, -0.02717, 0.85572)
Br (-2.94057, -0.62213, 0.25313)
H (0.59569, 5.60706, -1.25489)
H (1.19998, 4.25847, -0.15395)
H (0.56981, 5.85081, 0.54823)
H (-1.43051, 5.47995, 1.57619)
H (-0.65382, 3.88914, 1.81630)
H (-2.43898, 4.04193, 1.26677)
H (-1.86463, 1.42757, -1.37968)
H (-2.53314, 2.25973, 0.14459)
H (2.19402, 1.34123, 1.70996)
H (1.60597, -0.87075, 2.71020)
H (-0.32793, -4.56102, 1.89890)
H (-2.88363, -1.70083, 2.85256)
C (1.37747, -3.80102, -3.52697)
C (2.64269, -4.01259, -2.71991)
O (2.49210, -3.16357, -1.57615)
S (0.92903, -3.07379, -1.18732)
O (0.66346, -3.99175, -0.13975)
O (0.56684, -1.69431, -1.09565)
O (0.33167, -3.67650, -2.55576)
H (1.42360, -2.87130, -4.09891)
H (1.17384, -4.63039, -4.20162)
H (3.53999, -3.75230, -3.27739)
H (2.72108, -5.04396, -2.36743)


Molar mass (g mol⁻¹)
299.05; 249.15; 449.20